Entry 1:
Molecular formula: C5H5NO2
Method: DFT, the ωB97M-V functional and the def2-TZVPD basis

CARTESIAN COORDINATES (ANGSTROEM)
C (-1.18053, 1.96071, -0.01139)
C (-0.90728, 0.64188, 0.03762)
O (-1.76826, -0.42542, -0.10276)
C (-1.06621, -1.58640, -0.05886)
C (0.20618, -1.37670, 0.10103)
N (0.33281, 0.03388, 0.07325)
C (1.62806, 0.61661, 0.04808)
O (2.64517, -0.06996, -0.10971)
H (-0.31527, 2.55425, 0.03593)
H (-2.19532, 2.51770, 0.09587)
H (-1.58524, -2.61276, 0.12505)
H (1.10818, -2.00569, 0.20070)
H (1.56131, 1.73579, 0.03058)

Output
- SMILES string = C=C1OC=CN1C=O
- HOMO energy (hartree) = -0.29504
- total charge = 0
- HOMO-LUMO gap (Eh) = 0.3181
- LUMO (eV) = 0.6
- spin multiplicity = 1

Results of the Mulliken charge analysis, in e, for atoms 1 through 6: atom 1 (C): -1.07, atom 2 (C): 0.82, atom 3 (O): -0.36, atom 4 (C): -0.22, atom 5 (C): -0.27, atom 6 (N): 0.09

=====

Entry 2:
Molecular formula: C5H5NO2
Method: DFT, the ωB97M-V functional and the def2-TZVPD basis

CARTESIAN COORDINATES (ANGSTROEM)
C (1.53996, -0.00923, -0.01393)
C (0.52630, 1.15805, 0.08495)
C (-0.60550, 0.66458, -0.34311)
C (-2.18822, 0.64702, 0.05534)
C (-1.66027, -0.78329, 0.39544)
H (0.65933, 2.32855, 0.29133)
H (-2.45628, 1.40939, 0.59615)
H (-3.05673, 0.74943, -0.65886)
H (-2.56012, -1.41243, 0.09066)
H (-1.43589, -0.87714, 1.50922)
N (-0.58720, -0.67896, -0.53162)
O (2.73678, 0.06947, 0.13324)
O (0.67403, -1.00795, -0.03064)

Output
- HOMO energy (hartree) = -0.36066
- total charge = 0
- HOMO-LUMO gap (Eh) = 0.3873
- LUMO (eV) = 0.7
- spin multiplicity = 1

Results of the Mulliken charge analysis, in e, for atoms 1 through 6: atom 1 (C): 0.47, atom 2 (C): -0.48, atom 3 (C): 0.37, atom 4 (C): -0.67, atom 5 (C): -0.38, atom 6 (H): 0.26

=====

Entry 3:
Molecular formula: C5H5NO2
Method: DFT, the ωB97M-V functional and the def2-TZVPD basis

CARTESIAN COORDINATES (ANGSTROEM)
C (0.43218, 0.67120, 1.17940)
C (-0.29919, -0.55489, 0.61254)
C (-1.23934, -0.40149, -0.55792)
C (0.80838, -1.44288, 0.11597)
C (1.80386, -1.77344, -0.49476)
H (1.09728, 2.43828, -1.43927)
H (0.84057, 0.79364, 2.18391)
H (-0.69174, -1.10584, 1.53989)
H (-0.92608, -0.18572, -1.69740)
H (2.85483, -2.09980, -0.89165)
N (0.70845, 1.69925, 0.40112)
O (0.32457, 1.63988, -0.91159)
O (-2.47074, -0.48067, -0.04276)

Output
- HOMO energy (hartree) = -0.36207
- total charge = 0
- HOMO-LUMO gap (Eh) = 0.3612
- LUMO (eV) = 0.0
- spin multiplicity = 1

Results of the Mulliken charge analysis, in e, for atoms 1 through 6: atom 1 (C): -0.22, atom 2 (C): 0.50, atom 3 (C): 0.05, atom 4 (C): -0.84, atom 5 (C): 0.16, atom 6 (H): 0.39

=====

Entry 4:
Molecular formula: C5H5NO3
Method: DFT, the ωB97M-V functional and the def2-TZVPD basis

CARTESIAN COORDINATES (ANGSTROEM)
C (-0.76147, 0.21020, 1.07544)
C (-2.23034, 0.23023, 1.22548)
C (-3.45547, -1.11935, -0.50682)
C (-0.28456, -2.73539, -2.69060)
C (1.15887, -0.32366, -0.06096)
N (-0.31821, -0.37791, 0.04331)
O (0.77403, -2.61999, -3.13114)
O (-1.33124, -2.95847, -2.28226)
O (-2.93415, -0.53531, 0.39969)
H (-0.31082, 0.75913, 1.83872)
H (-2.83495, 0.55242, 2.06383)
H (1.73062, -0.36430, 0.81960)
H (1.47154, -1.02385, -0.84234)
H (1.22579, 0.67517, -0.46167)

Output
- HOMO energy (alpha / beta) (hartree) = -0.27787 / -0.27778
- total charge = 0
- HOMO-LUMO gap (alpha / beta) (Eh) = 0.2869 / 0.2866
- LUMO (alpha / beta) (eV) = 0.2 / 0.2
- spin multiplicity = 1

Results of the Mulliken charge analysis, in e, for atoms 1 through 6: atom 1 (C): 0.15, atom 2 (C): -0.59, atom 3 (C): 0.06, atom 4 (C): 0.72, atom 5 (C): -0.86, atom 6 (N): -0.40

=====

Here are the calculated energy above the lowest of the compared OMol25 structures with the same formula, charge and spin numbers, same order: 2.333, 5.368, 7.518, 4.617 (eV).